{"formula": "C10H16", "method": "ωB97M-V with the def2-TZVPD basis set", "species": ["C", "C", "C", "C", "C", "C", "C", "C", "H", "H", "H", "H", "H", "H", "H", "H", "H", "H", "C", "C", "H", "H", "H", "H", "H", "H"], "coordinates": [[-0.221, -2.043, -2.806], [-0.349, -0.609, -2.243], [0.246, -0.541, -0.849], [1.585, -0.141, -0.668], [2.167, -0.165, 0.573], [1.477, -0.611, 1.715], [0.149, -0.877, 1.550], [-0.464, -0.882, 0.276], [0.419, -2.661, -2.188], [0.164, -2.044, -3.798], [-1.204, -2.472, -2.912], [0.151, 0.165, -2.827], [-1.402, -0.343, -2.128], [2.067, 0.193, -1.583], [3.202, 0.124, 0.694], [2.013, -0.489, 2.644], [-0.596, -1.046, 2.322], [-1.436, -1.361, 0.291], [-0.966, 2.567, 1.212], [-2.481, 2.422, 1.447], [-0.672, 2.328, 0.200], [-0.591, 3.568, 1.422], [-0.329, 1.880, 1.779], [-2.981, 2.320, 0.500], [-2.839, 3.435, 1.681], [-2.762, 1.716, 2.214]], "nbo_charge": [-0.61, -0.43, 0.02, -0.23, -0.19, -0.24, -0.19, -0.24, 0.22, 0.21, 0.21, 0.21, 0.21, 0.21, 0.21, 0.22, 0.21, 0.21, -0.62, -0.62, 0.21, 0.20, 0.21, 0.21, 0.20, 0.21], "homo_energy_ev": -9.119, "e_lumo_ev": 1.0, "homo_lumo_gap_ev": 10.113, "energy_ev": -10628.85353, "total_charge": 0, "largest_force_ev_per_a": 2.03, "e_above_lowest_kcal_mol": 20.5}

{"formula": "C16H30ClN2O2S", "method": "ωB97M-V with the def2-TZVPD basis set", "species": ["C", "O", "C", "C", "C", "C", "C", "C", "C", "C", "C", "C", "N", "C", "Cl", "S", "C", "C", "O", "C", "C", "N", "H", "H", "H", "H", "H", "H", "H", "H", "H", "H", "H", "H", "H", "H", "H", "H", "H", "H", "H", "H", "H", "H", "H", "H", "H", "H", "H", "H", "H", "H"], "coordinates": [[1.094, -6.688, -5.197], [0.955, -6.440, -3.810], [0.250, -5.228, -3.547], [-0.819, -5.471, -2.481], [-0.440, -4.958, -1.095], [-0.311, -3.430, -1.036], [-0.450, -2.890, 0.389], [-0.838, -1.405, 0.356], [-1.196, -0.912, 1.781], [-0.486, 0.371, 2.223], [-0.411, 1.437, 1.112], [-0.598, 2.793, 1.783], [-0.389, 3.966, 0.916], [-0.943, 4.189, -0.219], [-2.013, 3.214, -1.057], [-0.563, 5.691, -1.000], [0.226, 6.372, 0.516], [0.491, 5.080, 1.313], [1.817, 4.667, 0.978], [0.616, 5.385, 2.801], [1.709, 6.403, 3.058], [2.609, 6.235, 3.889], [0.175, -7.105, -5.602], [1.905, -7.388, -5.352], [1.374, -5.781, -5.728], [-0.240, -4.888, -4.455], [0.976, -4.504, -3.184], [-1.752, -4.989, -2.763], [-0.994, -6.541, -2.419], [0.512, -5.408, -0.815], [-1.166, -5.298, -0.359], [0.677, -3.181, -1.408], [-1.045, -2.975, -1.699], [0.533, -2.913, 0.852], [-1.136, -3.476, 0.993], [0.033, -0.889, -0.035], [-1.689, -1.238, -0.297], [-0.875, -1.690, 2.466], [-2.273, -0.859, 1.896], [0.497, 0.116, 2.607], [-1.069, 0.789, 3.041], [-1.231, 1.213, 0.448], [0.523, 1.365, 0.572], [-1.607, 2.833, 2.180], [0.070, 2.824, 2.627], [-0.435, 7.000, 1.097], [1.111, 6.893, 0.197], [1.997, 4.796, 0.033], [0.894, 4.514, 3.378], [-0.338, 5.732, 3.196], [1.739, 7.337, 2.503], [2.527, 5.331, 4.358]], "nbo_charge": [-0.25, -0.55, -0.06, -0.42, -0.39, -0.40, -0.38, -0.40, -0.40, -0.39, -0.43, -0.22, -0.35, 0.14, 0.21, 0.42, -0.54, 0.41, -0.70, -0.50, 0.13, -0.53, 0.17, 0.19, 0.16, 0.17, 0.17, 0.19, 0.23, 0.20, 0.20, 0.20, 0.19, 0.20, 0.20, 0.19, 0.20, 0.22, 0.21, 0.22, 0.20, 0.22, 0.23, 0.23, 0.24, 0.25, 0.27, 0.48, 0.24, 0.24, 0.17, 0.33], "homo_energy_ev": -10.981, "e_lumo_ev": -4.4, "homo_lumo_gap_ev": 6.602, "energy_ev": -47503.19367, "total_charge": 1, "largest_force_ev_per_a": 3.68}

{"formula": "C26H33N3O7", "method": "ωB97M-V with the def2-TZVPD basis set", "species": ["C", "C", "O", "C", "O", "C", "N", "C", "O", "C", "N", "C", "O", "C", "C", "C", "C", "O", "C", "C", "O", "N", "C", "C", "C", "C", "C", "C", "C", "C", "C", "C", "C", "O", "C", "C", "H", "H", "H", "H", "H", "H", "H", "H", "H", "H", "H", "H", "H", "H", "H", "H", "H", "H", "H", "H", "H", "H", "H", "H", "H", "H", "H", "H", "H", "H", "H", "H", "H"], "coordinates": [[5.126, 2.020, 0.463], [5.028, 1.115, -0.750], [3.670, 1.109, -1.187], [3.397, 0.398, -2.278], [4.220, -0.213, -2.909], [1.927, 0.488, -2.652], [1.081, 0.864, -1.537], [0.839, 2.180, -1.372], [1.210, 3.014, -2.179], [0.028, 2.634, -0.148], [-1.393, 2.480, -0.361], [-2.182, 1.624, 0.311], [-1.774, 0.835, 1.156], [-3.605, 1.708, -0.044], [-4.693, 1.115, 0.545], [-5.820, 1.547, -0.185], [-5.341, 2.368, -1.161], [-4.009, 2.477, -1.085], [0.672, -0.199, -0.631], [-0.262, -1.207, -1.327], [-0.044, -1.689, -2.422], [-1.322, -1.536, -0.574], [-2.304, -2.515, -0.990], [-2.682, -3.417, 0.192], [-3.910, -2.740, 0.793], [-4.698, -2.324, -0.446], [-3.625, -1.841, -1.428], [1.866, -0.922, -0.038], [2.507, -1.959, -0.693], [3.609, -2.582, -0.131], [4.072, -2.168, 1.102], [3.437, -1.141, 1.781], [2.336, -0.507, 1.219], [1.665, 0.521, 1.809], [1.865, 0.784, 3.185], [0.793, 1.773, 3.618], [4.809, 3.026, 0.202], [6.151, 2.048, 0.821], [4.481, 1.647, 1.253], [5.322, 0.087, -0.509], [5.663, 1.471, -1.569], [1.591, -0.461, -3.073], [1.838, 1.269, -3.415], [0.248, 3.700, -0.023], [0.314, 2.099, 0.756], [-1.807, 3.055, -1.079], [-4.674, 0.465, 1.395], [-6.843, 1.285, -0.010], [-5.832, 2.913, -1.943], [0.121, 0.240, 0.199], [-1.511, -1.033, 0.284], [-1.843, -3.071, -1.809], [-1.858, -3.518, 0.897], [-2.948, -4.410, -0.174], [-4.476, -3.400, 1.449], [-3.607, -1.860, 1.361], [-5.437, -1.553, -0.237], [-5.217, -3.192, -0.856], [-3.876, -2.090, -2.457], [-3.509, -0.758, -1.366], [2.135, -2.295, -1.649], [4.101, -3.383, -0.660], [4.934, -2.642, 1.549], [3.815, -0.832, 2.744], [2.865, 1.208, 3.353], [1.776, -0.148, 3.758], [-0.186, 1.399, 3.327], [0.954, 2.737, 3.142], [0.822, 1.902, 4.696]], "nbo_charge": [-0.62, -0.07, -0.52, 0.81, -0.60, -0.35, -0.41, 0.68, -0.63, -0.32, -0.58, 0.64, -0.67, 0.14, -0.23, -0.32, 0.12, -0.40, -0.19, 0.69, -0.65, -0.62, -0.07, -0.41, -0.41, -0.41, -0.41, -0.10, -0.19, -0.23, -0.19, -0.32, 0.40, -0.54, -0.06, -0.63, 0.22, 0.21, 0.21, 0.19, 0.19, 0.27, 0.27, 0.23, 0.25, 0.42, 0.24, 0.24, 0.21, 0.28, 0.42, 0.24, 0.22, 0.21, 0.21, 0.19, 0.21, 0.20, 0.22, 0.21, 0.24, 0.22, 0.21, 0.22, 0.17, 0.18, 0.23, 0.21, 0.22], "homo_energy_ev": -8.614, "e_lumo_ev": 0.4, "homo_lumo_gap_ev": 9.056, "energy_ev": -46302.04117, "total_charge": 0, "largest_force_ev_per_a": 1.27, "e_above_lowest_kcal_mol": 0.0}

{"formula": "C22H23EuN7O2S6", "method": "ωB97M-V with the def2-TZVPD basis set", "species": ["Eu", "O", "C", "C", "C", "C", "C", "C", "C", "N", "C", "C", "N", "C", "C", "C", "C", "C", "C", "C", "O", "H", "H", "H", "H", "H", "H", "H", "H", "H", "H", "H", "H", "H", "H", "S", "C", "S", "C", "C", "S", "S", "S", "C", "S", "C", "H", "H", "H", "H", "H", "H", "N", "N", "N", "C", "N", "N", "H", "H", "H"], "coordinates": [[0.573, 0.096, 0.194], [-0.016, -2.001, 0.819], [0.061, -2.933, 1.698], [-0.514, -4.198, 1.435], [-0.443, -5.223, 2.361], [0.217, -5.039, 3.602], [0.788, -3.808, 3.868], [0.715, -2.739, 2.946], [1.336, -1.466, 3.309], [1.312, -0.359, 2.656], [2.002, 0.780, 3.293], [2.795, 1.536, 2.271], [1.849, 2.042, 1.262], [1.765, 3.293, 1.117], [0.774, 4.038, 0.314], [0.795, 5.446, 0.383], [-0.169, 6.221, -0.224], [-1.200, 5.545, -0.913], [-1.223, 4.161, -1.007], [-0.214, 3.371, -0.416], [-0.221, 2.071, -0.551], [-1.003, -4.326, 0.464], [-0.905, -6.186, 2.128], [0.282, -5.849, 4.322], [1.311, -3.638, 4.814], [1.858, -1.477, 4.261], [2.649, 0.466, 4.095], [1.262, 1.453, 3.699], [3.492, 0.870, 1.802], [3.338, 2.324, 2.767], [2.457, 3.908, 1.680], [1.601, 5.923, 0.948], [-0.144, 7.302, -0.162], [-1.992, 6.118, -1.383], [-2.026, 3.644, -1.541], [4.079, -5.549, -3.499], [3.373, -4.177, -2.867], [4.117, -3.123, -1.759], [2.865, -1.925, -1.584], [1.753, -2.181, -2.289], [0.342, -1.153, -2.395], [1.801, -3.648, -3.229], [3.178, -0.520, -0.568], [-3.094, 0.250, -4.544], [-2.642, 1.363, -3.216], [-1.070, 1.852, -3.953], [-3.040, 0.745, -5.513], [-4.125, -0.074, -4.376], [-2.429, -0.628, -4.554], [-0.483, 0.981, -4.218], [-0.514, 2.416, -3.203], [-1.247, 2.479, -4.839], [-2.815, -2.131, -1.331], [-2.804, -1.147, -0.286], [-3.768, -1.123, 0.664], [-3.282, -0.194, 1.504], [-2.109, 0.339, 1.107], [-1.811, -0.259, -0.062], [-3.659, -1.985, -1.867], [-1.968, -2.082, -1.840], [-3.807, 0.108, 2.409]], "nbo_charge": [1.61, -0.78, 0.44, -0.29, -0.17, -0.31, -0.14, -0.25, 0.20, -0.50, -0.23, -0.24, -0.49, 0.20, -0.24, -0.14, -0.30, -0.19, -0.25, 0.40, -0.79, 0.22, 0.20, 0.20, 0.19, 0.14, 0.18, 0.19, 0.23, 0.18, 0.14, 0.20, 0.21, 0.20, 0.21, -0.21, -0.59, 0.49, -0.40, -0.40, -0.40, 0.48, -0.37, -0.76, 0.18, -0.75, 0.21, 0.21, 0.22, 0.24, 0.25, 0.20, -0.61, 0.18, -0.25, 0.12, -0.26, -0.05, 0.37, 0.42, 0.21], "homo_energy_ev": [-3.878, -3.875], "e_lumo_ev": [2.3, 2.3], "homo_lumo_gap_ev": [6.208, 6.212], "spin_multiplicity": 7, "energy_ev": -122057.03378, "total_charge": -1, "largest_force_ev_per_a": 3.57, "e_above_lowest_kcal_mol": 5.4, "s_squared": 12.0166}